Entry 1:
DFT (ωB97M-V/def2-TZVPD) results for the molecule C4H4O2.

Output
- lowest unoccupied orbital energy (eV) = 0.588
- maximum force (eV Å⁻¹) = 5.74
- net charge = 0

Structure (XYZ):
```
10
C4H4O2, DFT ωB97M-V/def2-TZVPD
C -1.3242 -0.3902 1.7575
C -2.4694 -0.6744 2.5418
C -0.1105 -0.3483 1.0962
C -0.0837 0.2601 -0.2481
O -3.0542 -1.2611 3.3899
O -2.6535 -0.1176 1.3648
H 0.6747 -0.5278 1.7444
H 0.8518 0.3298 -0.6255
H -0.5615 1.1441 -0.3926
H -0.6883 -0.4083 -0.9142
```

***

Entry 2:
DFT (ωB97M-V/def2-TZVPD) results for the ion C3H11N3 with charge +2.

Output
- <S²> = 2.01
- multiplicity = 3
- lowest unoccupied orbital energy (spin up / spin down) (eV) = -7.738 / -13.155
- maximum force (eV Å⁻¹) = 7.42
- net charge = +2

Structure (XYZ):
```
17
C3H11N3, DFT ωB97M-V/def2-TZVPD
C 1.2881 -0.6253 -0.1797
C -2.1508 1.1596 0.4778
C 0.2401 0.1451 0.6225
N 1.8721 -1.7579 0.1539
N 1.5299 -0.0117 -1.3210
N -1.0822 0.2801 -0.0186
H -1.7946 2.1759 0.2701
H -3.0623 1.0136 0.0510
H -2.2592 1.1028 1.5829
H 0.6310 1.1911 0.9943
H -0.0368 -0.3144 1.5652
H 1.4996 -2.4715 0.8664
H 2.7616 -2.2288 -0.2419
H 0.8673 0.6440 -1.7525
H 2.1710 -0.3497 -2.0480
H -1.5364 -0.6768 -0.0345
H -0.9386 0.7238 -0.9879
```

***

Entry 3:
DFT (ωB97M-V/def2-TZVPD) results for a structure of composition C3H4LiLuO2.

Output
- <S²> = 0.75
- multiplicity = 2
- lowest unoccupied orbital energy (spin up / spin down) (eV) = -14.270 / -15.192
- maximum force (eV Å⁻¹) = 2.79
- net charge = +3

Structure (XYZ):
```
11
C3H4LiLuO2, DFT ωB97M-V/def2-TZVPD
O 0.4491 1.0101 -0.4019
Li -1.4741 0.4380 -0.1483
C 1.3877 0.2204 -0.2068
C 1.2305 -1.0851 0.4386
H 2.4092 0.5164 -0.4982
H 2.0545 -1.2168 1.1584
H 1.3928 -1.8555 -0.3327
Lu 0.8522 3.3003 -1.4450
C -3.7352 0.0156 0.1599
O -4.8308 -0.1763 0.3080
H 0.2640 -1.1670 0.9679
```